Molecular formula: C50H97N15O4
Method: DFT, ωB97M-V/def2-TZVPD

As for the LUMO energy (spin up / spin down): -0.35767 / -0.35766 Eh. For the HOMO energy (spin up / spin down), the calculation gives -12.9 / -16.5 eV. As for the net charge: +5. The spin multiplicity is 2.

Last columns: bonded neighbours and bond lengths (Å).
Element x y z (Å)
1 O -1.104 13.162 -13.415  C2 1.396
2 C -1.048 13.661 -14.717  O1 1.396, C3 1.616, H5 1.090, H6 1.090
3 C -0.812 12.612 -15.924  C2 1.616, O4 1.414, H7 1.090, H8 1.090
4 O -1.571 11.475 -16.285  C3 1.414
5 H -0.220 14.368 -14.757  C2 1.090
6 H -1.877 14.362 -14.821  C2 1.090
7 H 0.256 12.395 -15.902  C3 1.090
8 H -0.874 13.317 -16.753  C3 1.090
9 C -3.395 17.270 -9.498  C10 1.574, H17 1.090, H18 1.090, H19 1.090
10 C -4.200 17.647 -10.797  C9 1.574, N11 1.480, H20 1.090, H21 1.090
11 N -3.359 17.795 -12.005  C10 1.480, C12 1.428, C15 1.351
12 C -2.072 18.404 -12.114  N11 1.428, C13 1.381, H22 1.080
13 C -1.638 18.318 -13.422  C12 1.381, N14 1.371, H23 1.080
14 N -2.633 17.700 -14.134  C13 1.371, C15 1.386, C16 1.466
15 C -3.643 17.354 -13.251  N11 1.351, N14 1.386, H24 1.080
16 C -2.561 17.297 -15.541  N14 1.466, H25 1.090, H26 1.090, H27 1.090
17 H -3.823 16.907 -8.564  C9 1.090
18 H -2.723 18.078 -9.210  C9 1.090
19 H -2.643 16.505 -9.691  C9 1.090
20 H -4.771 18.570 -10.698  C10 1.090
21 H -4.904 16.829 -10.952  C10 1.090
22 H -1.659 18.897 -11.246  C12 1.080
23 H -0.742 18.668 -13.914  C13 1.080
24 H -4.543 16.887 -13.622  C15 1.080
25 H -2.925 18.027 -16.264  C16 1.090
26 H -3.055 16.355 -15.780  C16 1.090
27 H -1.483 17.211 -15.674  C16 1.090
28 C 1.891 16.619 -15.443  C29 1.492, H36 1.090, H37 1.090, H38 1.090
29 C 2.740 16.382 -14.240  C28 1.492, N30 1.465, H39 1.090, H40 1.090
30 N 2.158 16.800 -12.961  C29 1.465, C31 1.402, C34 1.411
31 C 1.023 16.259 -12.340  N30 1.402, C32 1.401, H41 1.080
32 C 0.730 17.022 -11.202  C31 1.401, N33 1.350, H42 1.080
33 N 1.649 18.004 -11.087  C32 1.350, C34 1.395, C35 1.475
34 C 2.496 17.934 -12.193  N30 1.411, N33 1.395, H43 1.080
35 C 1.807 18.978 -9.990  N33 1.475, H44 1.090, H45 1.090, H46 1.090
36 H 0.843 16.320 -15.442  C28 1.090
37 H 2.555 16.315 -16.252  C28 1.090
38 H 1.883 17.668 -15.740  C28 1.090
39 H 3.786 16.685 -14.287  C29 1.090
40 H 2.834 15.299 -14.150  C29 1.090
41 H 0.496 15.385 -12.696  C31 1.080
42 H -0.123 16.820 -10.571  C32 1.080
43 H 3.368 18.542 -12.384  C34 1.080
44 H 1.171 18.712 -9.146  C35 1.090
45 H 1.658 20.034 -10.215  C35 1.090
46 H 2.769 18.877 -9.487  C35 1.090
47 C 5.405 8.859 -18.370  C48 1.479, H55 1.090, H56 1.090, H57 1.090
48 C 4.062 8.630 -18.946  C47 1.479, N49 1.528, H58 1.090, H59 1.090
49 N 2.956 9.016 -17.966  C48 1.528, C50 1.380, C53 1.367
50 C 1.638 9.030 -18.375  N49 1.380, C51 1.347, H60 1.080
51 C 0.946 9.396 -17.280  C50 1.347, N52 1.366, H61 1.080
52 N 1.791 9.541 -16.217  C51 1.366, C53 1.355, C54 1.478
53 C 3.061 9.326 -16.638  N49 1.367, N52 1.355, H62 1.080
54 C 1.374 9.856 -14.835  N52 1.478, H63 1.090, H64 1.090, H65 1.090
55 H 5.531 8.203 -17.509  C47 1.090
56 H 5.434 9.874 -17.972  C47 1.090
57 H 6.180 8.618 -19.098  C47 1.090
58 H 3.950 7.546 -18.978  C48 1.090
59 H 4.001 9.066 -19.943  C48 1.090
60 H 1.383 8.652 -19.354  C50 1.080
61 H -0.090 9.663 -17.131  C51 1.080
62 H 3.987 9.271 -16.085  C53 1.080
63 H 0.295 9.721 -14.757  C54 1.090
64 H 1.835 10.786 -14.500  C54 1.090
65 H 1.846 9.164 -14.138  C54 1.090
66 C -6.833 13.288 -13.846  C67 1.537, H74 1.090, H75 1.090, H76 1.090
67 C -6.737 14.506 -12.913  C66 1.537, N68 1.450, H77 1.090, H78 1.090
68 N -5.621 14.250 -12.023  C67 1.450, C69 1.381, C72 1.372
69 C -4.321 13.982 -12.402  N68 1.381, C70 1.393, H79 1.080
70 C -3.669 13.520 -11.262  C69 1.393, N71 1.387, H80 1.080
71 N -4.535 13.626 -10.183  C70 1.387, C72 1.355, C73 1.465
72 C -5.724 14.055 -10.669  N68 1.372, N71 1.355, H81 1.080
73 C -4.322 13.261 -8.780  N71 1.465, H82 1.090, H83 1.090, H84 1.090
74 H -6.785 12.329 -13.330  C66 1.090
75 H -6.119 13.322 -14.669  C66 1.090
76 H -7.788 13.307 -14.371  C66 1.090
77 H -7.677 14.494 -12.362  C67 1.090
78 H -6.605 15.481 -13.382  C67 1.090
79 H -3.932 14.138 -13.398  C69 1.080
80 H -2.625 13.297 -11.101  C70 1.080
81 H -6.650 14.168 -10.125  C72 1.080
82 H -3.903 14.076 -8.189  C73 1.090
83 H -3.671 12.394 -8.673  C73 1.090
84 H -5.239 12.930 -8.291  C73 1.090
85 C -2.257 6.175 -16.990  C86 1.534, H93 1.090, H94 1.090, H95 1.090
86 C -3.420 6.988 -17.575  C85 1.534, N87 1.473, H96 1.090, H97 1.090
87 N -2.906 7.933 -18.582  C86 1.473, C88 1.361, C91 1.360
88 C -2.439 7.537 -19.797  N87 1.361, C89 1.432, H98 1.080
89 C -2.151 8.740 -20.518  C88 1.432, N90 1.399, H99 1.080
90 N -2.300 9.819 -19.641  C89 1.399, C91 1.395, C92 1.482
91 C -2.758 9.277 -18.439  N87 1.360, N90 1.395, H100 1.080
92 C -2.103 11.278 -19.805  N90 1.482, H101 1.090, H102 1.090, H103 1.090
93 H -2.003 6.498 -15.980  C85 1.090
94 H -1.353 6.146 -17.598  C85 1.090
95 H -2.569 5.143 -16.831  C85 1.090
96 H -3.929 7.525 -16.775  C86 1.090
97 H -4.096 6.325 -18.113  C86 1.090
98 H -2.433 6.490 -20.062  C88 1.080
99 H -1.718 8.878 -21.498  C89 1.080
100 H -2.870 9.853 -17.532  C91 1.080
101 H -1.545 11.365 -20.738  C92 1.090
102 H -1.632 11.636 -18.889  C92 1.090
103 H -3.086 11.740 -19.888  C92 1.090
104 C 6.256 16.698 -12.442  C105 1.614, H112 1.090, H113 1.090, H114 1.090
105 C 6.133 15.646 -11.223  C104 1.614, N106 1.456, H115 1.090, H116 1.090
106 N 4.802 15.056 -11.234  C105 1.456, C107 1.388, C110 1.430
107 C 3.838 15.285 -10.262  N106 1.388, C108 1.399, H117 1.080
108 C 2.809 14.369 -10.508  C107 1.399, N109 1.402, H118 1.080
109 N 2.983 13.870 -11.806  C108 1.402, C110 1.354, C111 1.433
110 C 4.199 14.259 -12.257  N106 1.430, N109 1.354, H119 1.080
111 C 2.216 12.860 -12.474  N109 1.433, H120 1.090, H121 1.090, H122 1.090
112 H 5.425 17.402 -12.452  C104 1.090
113 H 6.368 16.246 -13.428  C104 1.090
114 H 7.174 17.270 -12.302  C104 1.090
115 H 6.108 16.348 -10.390  C105 1.090
116 H 6.819 14.812 -11.072  C105 1.090
117 H 3.981 16.077 -9.542  C107 1.080
118 H 1.847 14.160 -10.065  C108 1.080
119 H 4.689 13.769 -13.085  C110 1.080
120 H 1.222 13.023 -12.058  C111 1.090
121 H 2.485 11.872 -12.101  C111 1.090
122 H 2.210 12.892 -13.564  C111 1.090
123 C -2.844 15.514 -19.331  C124 1.532, H131 1.090, H132 1.090, H133 1.090
124 C -1.541 16.023 -19.957  C123 1.532, N125 1.462, H134 1.090, H135 1.090
125 N -0.521 14.994 -19.756  C124 1.462, C126 1.389, C129 1.361
126 C -0.296 14.037 -20.737  N125 1.389, C127 1.377, H136 1.080
127 C 0.772 13.281 -20.308  C126 1.377, N128 1.415, H137 1.080
128 N 1.116 13.667 -18.991  C127 1.415, C129 1.418, C130 1.455
129 C 0.285 14.775 -18.682  N125 1.361, N128 1.418, H138 1.080
130 C 2.204 13.188 -18.152  N128 1.455, H139 1.090, H140 1.090, H141 1.090
131 H -2.667 15.298 -18.278  C123 1.090
132 H -3.403 14.701 -19.795  C123 1.090
133 H -3.613 16.285 -19.370  C123 1.090
134 H -1.153 16.926 -19.487  C124 1.090
135 H -1.550 16.281 -21.016  C124 1.090
136 H -0.809 14.087 -21.686  C126 1.080
137 H 1.320 12.448 -20.723  C127 1.080
138 H 0.239 15.423 -17.819  C129 1.080
139 H 2.166 12.103 -18.247  C130 1.090
140 H 2.007 13.564 -17.148  C130 1.090
141 H 3.168 13.559 -18.499  C130 1.090
142 C -3.532 9.429 -9.620  O143 1.387, H153 1.090, H154 1.090, H155 1.090
143 O -3.124 10.493 -10.411  C142 1.387, C144 1.433
144 C -1.852 10.268 -11.031  O143 1.433, C145 1.552, H156 1.090, H157 1.090
145 C -1.986 9.570 -12.410  C144 1.552, N146 1.561, H158 1.090, H159 1.090
146 N -2.418 10.661 -13.440  C145 1.561, H147 1.010, H148 1.010, C149 1.522
147 H -1.983 11.536 -13.182  N146 1.010
148 H -1.927 10.617 -14.322  N146 1.010
149 C -3.918 10.853 -13.607  N146 1.522, C150 1.557, H160 1.090, H161 1.090
150 C -4.511 9.850 -14.641  C149 1.557, O151 1.460, H162 1.090, H163 1.090
151 O -4.231 8.458 -14.302  C150 1.460, C152 1.447
152 C -5.231 7.872 -13.435  O151 1.447, H164 1.090, H165 1.090, H166 1.090
153 H -3.541 8.513 -10.211  C142 1.090
154 H -4.463 9.705 -9.125  C142 1.090
155 H -2.986 9.391 -8.677  C142 1.090
156 H -1.337 9.475 -10.490  C144 1.090
157 H -1.126 11.081 -11.002  C144 1.090
158 H -2.656 8.713 -12.484  C145 1.090
159 H -0.990 9.178 -12.617  C145 1.090
160 H -3.947 11.902 -13.902  C149 1.090
161 H -4.159 10.771 -12.547  C149 1.090
162 H -4.046 9.968 -15.620  C150 1.090
163 H -5.545 10.128 -14.845  C150 1.090
164 H -5.024 6.838 -13.159  C152 1.090
165 H -6.230 7.966 -13.860  C152 1.090
166 H -5.212 8.457 -12.516  C152 1.090